104
Properties=species:S:1:pos:R:3 method="wB97M-V/def2-TZVPD" homo_ev=-3.51 homo_lumo_gap_ev=4.9 total_charge=-1
C 0.97148 1.30215 -0.50331
O 0.70668 0.44072 0.51126
H 1.48501 2.25743 -0.18390
H 1.75788 0.91812 -1.21365
H 0.07123 1.65402 -1.04788
C -4.46910 4.74064 -3.90297
C -3.71678 4.95205 -2.59036
C -2.21650 4.94722 -2.79769
O -1.77183 3.65315 -3.13984
C -0.36894 3.56342 -3.09180
N -4.09439 6.26561 -2.08598
H -4.08762 5.48819 -4.61113
H -5.53154 4.95042 -3.79300
H -4.21431 3.78424 -4.35612
H -3.99374 4.12008 -1.93096
H -1.67813 5.28094 -1.90119
H -2.03012 5.64365 -3.62921
H -0.01628 3.50678 -2.05150
H 0.16202 4.38930 -3.57414
H -0.07295 2.58145 -3.46180
H -5.09581 6.36497 -1.98179
H -3.70122 6.51966 -1.18838
C -2.19975 -0.75139 -4.08166
C -1.91416 -0.39374 -2.61897
C -2.97111 0.51902 -2.07599
O -2.88624 0.72457 -0.67878
C -3.06773 2.05330 -0.29599
N -1.72932 -1.60965 -1.82552
H -2.26793 0.11853 -4.74617
H -3.15273 -1.28835 -4.14301
H -1.43290 -1.41928 -4.47754
H -0.92788 0.07698 -2.56545
H -4.00063 0.14820 -2.22562
H -2.95162 1.48756 -2.59022
H -2.44963 2.74867 -0.87816
H -2.77399 2.23960 0.73654
H -4.12851 2.31996 -0.43567
H -2.46178 -2.30325 -1.96490
H -0.89877 -2.08803 -2.16135
C 0.88560 1.37244 5.19488
C -0.03403 0.47303 4.32486
C -1.04490 -0.28155 5.14496
O -1.88233 -1.00870 4.29427
C -2.87671 -1.74657 4.92865
N -0.65895 1.17008 3.23563
H 0.18494 1.95829 5.82126
H 1.38146 2.17427 4.65731
H 1.49547 0.74745 5.84989
H 0.71630 -0.18124 3.86530
H -1.66626 0.41690 5.73982
H -0.55794 -0.94780 5.87700
H -3.41281 -2.29511 4.15690
H -3.55227 -1.15119 5.55942
H -2.40954 -2.49849 5.59175
H -0.10399 1.56588 2.48758
H -1.34773 1.84254 3.55323
C -0.83273 -4.92363 -4.22414
C 0.41026 -5.14713 -3.35190
C 1.42769 -4.03462 -3.44897
O 0.80960 -2.81858 -3.09723
C 1.58835 -1.68784 -3.44687
N 0.04246 -5.36849 -1.95463
H -0.53614 -4.78201 -5.27489
H -1.38431 -4.03475 -3.92391
H -1.42649 -5.83532 -4.29630
H 0.87696 -6.03378 -3.79343
H 1.79848 -3.97608 -4.48679
H 2.30478 -4.21984 -2.81685
H 2.52783 -1.69929 -2.88211
H 1.06357 -0.77190 -3.19021
H 1.79907 -1.74347 -4.52115
H -0.35443 -6.28806 -1.82003
H -0.62680 -4.68523 -1.61978
C 2.90775 -3.06530 0.40707
C 1.51883 -3.27031 1.02818
C 1.46895 -2.70766 2.43573
O 0.19133 -2.79162 3.01400
C -0.20410 -4.08133 3.36767
N 0.47402 -2.68115 0.15508
H 3.12218 -1.99329 0.47544
H 2.98189 -3.32429 -0.65010
H 3.66512 -3.64026 0.95220
H 1.32969 -4.35241 1.04701
H 1.82073 -1.67270 2.38661
H 2.15883 -3.20285 3.14181
H -0.42968 -4.72570 2.51231
H -1.09355 -3.97523 3.99015
H 0.57087 -4.53804 4.00746
H 0.56654 -3.20496 -0.71237
H 0.89871 -1.77228 -0.07027
C 4.22201 3.54681 3.18078
C 5.46689 3.27830 3.57019
C 6.16361 1.96881 3.32909
O 7.28007 1.76410 3.77770
C 5.44528 1.06172 2.46604
C 4.17902 1.27760 2.04827
C 3.43111 2.53438 2.47095
O 2.25568 2.63090 2.23776
O 3.54438 0.34752 1.37405
O 6.15397 4.12240 4.36343
H 3.87039 4.56298 3.30044
H 5.89097 0.09342 2.27134
H 2.60642 0.56813 1.09988
H 7.05726 3.77525 4.44238